ORCA calculation (wB97M-V/def2-TZVPD) on 2 unconnected molecules or ions with the total composition C7H17ClIN2O2P in a non-equilibrium geometry.

The geometry in XYZ format:
```
31
Properties=species:S:1:pos:R:3:forces:R:3
H 1.15659 4.77619 0.93216 -0.7 -0.1 0.2
I 0.54799 -4.16737 0.47156 -0.5 0.9 0.2
C 2.96226 3.66380 1.09112 -0.2 -0.6 -0.8
H -1.78509 -0.06985 0.92696 0.6 0.4 -0.1
N -0.94343 0.18027 0.38530 -0.7 -1.6 -2.0
H -1.90533 -5.15268 1.35846 -1.0 1.5 -0.2
C 1.55713 0.39362 -1.05160 -0.3 2.5 -1.7
O 2.57055 5.67612 2.19504 -0.5 0.7 -0.1
C -1.33440 -3.03268 0.73272 -1.3 -0.6 -0.3
C 0.83335 -0.93091 -1.64417 1.1 0.5 0.0
H 0.95159 -0.96769 -2.79057 -0.5 0.3 1.8
C -2.40383 -4.12317 1.30581 0.2 0.3 0.4
N -1.97615 0.04600 -2.23371 1.5 -0.9 1.5
H -1.60627 -3.26179 -1.52129 0.0 1.3 0.8
H 1.41789 -1.81444 -1.22980 -1.3 0.9 -0.3
O 1.49595 1.46779 -1.66161 0.2 -4.1 2.5
P -0.95462 -0.82032 -1.08229 -0.6 1.6 0.3
H -2.70761 0.48269 -1.64123 0.5 -0.2 -0.8
H 2.70316 3.09710 0.18330 0.0 -0.2 -0.2
C 2.23309 5.02444 1.08567 1.1 -0.7 0.8
H 2.67436 3.05102 1.95304 0.0 0.2 0.1
Cl 2.38273 0.15216 0.56448 -0.9 0.2 -2.0
H -2.92252 -2.25846 -0.72226 1.7 -0.1 0.0
H 4.05073 3.78416 1.10175 -0.1 0.2 0.1
H -0.97234 1.18377 0.10803 0.2 -0.8 0.4
H -2.70364 -3.83527 2.38106 0.5 -0.4 -1.7
C -1.78602 -2.46982 -0.72406 -0.4 -0.1 1.1
H -1.44527 0.77284 -2.73510 -0.3 -0.3 0.2
H 2.49104 5.48880 0.10944 0.2 0.4 -0.3
H -3.35134 -4.14870 0.66726 1.4 -0.1 0.8
H -1.23056 -2.18763 1.48452 0.3 -1.2 -1.0
```
Forces are in eV/Å.

Output
Frontier orbital gap = 2.44 eV

Atom charges from the Löwdin analysis, given in e for atoms 1 to 6: 0.048, 0.843, -0.179, 0.061, -0.081, 0.037